DFT (wB97M-V/def2-TZVPD) results for the molecule CH4N6 in a non-equilibrium geometry.

Computed properties:
E in hartree: -368.7928
Frontier orbital gap (spin up / spin down) in eV: 8.67 / 8.68
Total charge: 0
HOMO (spin up / spin down) in eV: -9.19 / -9.19
SMILES string: CN1N=NN=NN1
Energy relative to the best compared isomer or geometry (same formula, charge and spin) in kcal/mol: 114.4
LUMO level (spin up / spin down) in Ha: -0.019 / -0.019

Atoms and positions in Å:
C 1.473 -0.364 -0.198
N -2.480 0.183 -0.020
N -1.948 -1.023 0.024
N -1.736 1.148 0.252
N -0.687 -1.161 0.028
N -0.502 1.238 0.011
N 0.087 -0.263 -0.526
H 2.185 0.143 -0.900
H 1.808 -0.048 0.857
H 1.558 -1.367 -0.109
H 0.243 1.514 0.580

DFT (wB97M-V/def2-TZVPD) results for the molecule CH4N6O in a non-equilibrium geometry.

Computed properties:
E in hartree: -444.0523
Frontier orbital gap in eV: 9.85
Total charge: 0
HOMO in eV: -9.18
SMILES string: N/N=c1/onnn1N
Energy relative to the best compared isomer or geometry (same formula, charge and spin) in kcal/mol: 84.5
LUMO level in Ha: 0.025

Atoms and positions in Å:
C 0.389 -0.973 0.061
H -2.481 -0.753 0.396
H -2.217 -0.412 -1.185
H -0.751 1.690 -0.193
H 0.211 1.801 1.257
N -1.684 -0.309 -0.224
N -0.814 -1.360 0.006
N 2.645 -0.564 -0.187
N 2.039 0.490 -0.427
N 0.776 0.415 0.128
N 0.269 1.577 0.136
O 1.618 -1.602 0.233